This record from the OMol25 dataset describes C15H21IrN6SSe as an isolated structure in a non-equilibrium geometry. The level of theory is wB97M-V/def2-TZVPD.

Its maximum force is 4.45 eV Å⁻¹. The orbital gap (spin up / spin down) comes out at 4.21 / 4.70 eV. The multiplicity is 2. As for the total charge: +3. The calculation puts the LUMO energy (spin up / spin down) at -13.12 / -12.52 eV. As for the expectation value of S²: 1.13.

Atoms and positions in Å:
S 1.94719 -1.80933 -0.55207
N -1.11972 1.00295 -1.94727
H -3.37745 -2.31537 -3.02400
H 2.73814 -4.05719 0.56528
H 4.21197 -5.46629 -0.74083
C 0.70671 -3.04095 -0.74825
Se 0.72526 0.56225 1.80797
C 3.27294 -5.17809 -1.20570
N -0.08296 3.00041 3.10529
C 3.38843 2.43052 2.43730
C 1.82187 3.98192 3.58968
C -2.06744 -1.18661 -1.78375
H 3.40202 2.19481 1.37154
H -1.74871 2.33559 2.04892
H -2.25408 3.87709 -3.23060
H 2.92775 -6.01967 -1.80168
C -3.14648 -2.16597 -1.96722
H 3.67156 1.54180 3.00665
C 0.91096 2.28804 2.53426
N -0.88919 -1.51544 -1.28912
H -2.07219 3.55971 3.29502
H -4.29209 2.46955 -3.57878
H -2.87307 -3.12230 -1.53045
H 0.33494 -5.00615 -0.84368
C -1.48344 2.67631 3.05174
H 3.43241 -4.32254 -1.85789
H 4.12845 3.20661 2.62864
H -0.11362 4.77026 4.31018
Ir 0.52567 0.21376 -0.69402
H -4.20751 0.08126 -2.93719
C -1.15205 2.26511 -2.34886
C -2.20175 0.20912 -2.15794
N 1.03282 -4.31349 -0.58111
C -2.27334 2.83962 -2.94097
H -0.25144 2.84843 -2.20513
C -3.35557 0.71890 -2.76343
H 2.07997 -5.71482 0.48623
C 2.28827 -4.80849 -0.08954
H -1.72372 1.89114 3.77365
C -3.39865 2.05320 -3.13783
C 0.46525 4.05207 3.76050
H 2.58713 4.63494 3.96518
N -0.53146 -2.74578 -1.10316
H -4.06728 -1.80597 -1.51000
N 2.08352 2.88907 2.83245

Forces on the atoms, in the same order (eV/Å):
-0.760 2.463 -0.102
0.989 -0.047 1.054
0.105 -0.029 -0.094
-0.121 -0.098 0.093
0.128 0.027 -0.078
-0.766 -0.563 -0.126
-0.283 -0.372 -0.487
-0.196 0.204 0.275
0.847 0.287 0.048
1.118 -0.444 -0.308
0.088 -0.038 0.012
1.070 0.284 0.574
-0.037 0.067 0.151
0.045 0.096 0.168
0.045 0.118 -0.047
-0.124 0.002 -0.010
-0.149 -0.587 -0.267
-0.090 0.107 -0.039
-0.101 -0.461 -0.597
0.850 1.849 0.112
0.123 -0.027 -0.035
-0.059 0.013 -0.072
-0.070 0.034 -0.042
0.008 0.274 0.044
-1.118 -0.314 0.000
0.176 0.024 -0.126
-0.172 0.013 0.012
-0.148 0.082 0.030
-1.525 -4.065 -0.965
-0.028 -0.120 0.007
-0.036 0.768 -0.335
-0.621 0.491 -0.049
-0.786 0.670 -0.246
-0.041 -0.317 0.054
-0.012 0.025 0.041
0.644 -0.435 0.413
-0.053 0.317 0.173
1.183 -0.818 -0.108
0.092 0.089 -0.075
0.334 0.312 0.040
-0.072 -0.023 0.020
0.168 0.034 0.028
0.170 -0.492 0.612
-0.007 0.126 0.149
-0.810 0.475 0.097